Entry 1:
# C9H11NSi

A single C9H11NSi molecule in a non-equilibrium geometry (wB97M-V/def2-TZVPD, the OMol25 dataset).

SMILES: N[SiH2][C@@H]1C=Cc2ccccc21
Spin multiplicity: 1
Gap between HOMO and LUMO, eV: 8.830

```
22
C9H11NSi | the OMol25 dataset | wB97M-V/def2-TZVPD
N 0.21893 0.33069 2.48456
Si -0.91339 -0.89443 2.24724
C -1.29189 -0.92893 0.26007
C -0.63732 -2.09328 -0.33859
C 0.53794 -1.82359 -0.88963
C 0.69237 -0.39945 -0.97157
C 1.73118 0.40550 -1.52013
C 1.40866 1.69898 -1.74572
C 0.07834 2.20618 -1.47634
C -0.81831 1.48422 -0.75476
C -0.45615 0.18678 -0.43352
H 0.63951 0.53585 3.34873
H 0.37591 1.18953 1.92262
H -2.07193 -0.61435 3.15078
H -0.34296 -2.20324 2.75029
H -2.39546 -0.95766 0.10288
H -1.02442 -3.21100 -0.23624
H 1.22266 -2.43355 -1.40711
H 2.81364 0.04452 -1.74291
H 2.18917 2.32751 -2.30484
H -0.23510 3.20355 -1.89748
H -1.72139 1.94615 -0.54833
```


Entry 2:
# C3H11NO3

A 3-piece molecular cluster, C3H11NO3 overall in a non-equilibrium geometry (wB97M-V/def2-TZVPD, the OMol25 dataset).

SMILES: CNC(C)=O.O.O
Spin multiplicity: 1
Gap between HOMO and LUMO, eV: 9.735

```
18
C3H11NO3 | the OMol25 dataset | wB97M-V/def2-TZVPD
C 2.23780 -0.86082 1.45761
N 1.73551 -0.82672 0.12488
C 2.34987 -1.37015 -0.98761
C 3.79765 -1.95029 -0.75601
O 1.97125 -1.47201 -2.15482
H 1.28111 -0.81367 1.95258
H 2.51783 -1.83399 1.82499
H 2.95313 -0.09978 1.58919
H 1.04348 -0.04864 -0.12424
H 4.45430 -1.19630 -0.55867
H 4.02642 -2.68560 -1.51918
H 3.42702 -2.67083 0.10380
O -3.64738 3.05209 -0.20940
H -4.51613 2.72375 -0.32743
H -3.72990 3.79952 -0.66024
O -6.16221 2.09023 1.74181
H -5.64796 2.20225 2.58724
H -5.56314 2.13544 0.95306
```


Entry 3:
# C3H11BrN

A 2-piece molecular cluster, C3H11BrN overall in a non-equilibrium geometry (wB97M-V/def2-TZVPD, the OMol25 dataset).

Total charge: +1
Spin multiplicity: 1
Gap between HOMO and LUMO, eV: 9.284

```
16
C3H11BrN | the OMol25 dataset | wB97M-V/def2-TZVPD
Br -0.39186 1.32688 0.64489
C -0.41638 3.97084 -0.44429
C -0.06841 2.54891 -0.82500
H -0.22113 4.63799 -1.30067
H 0.19402 4.30769 0.41043
H -1.48156 4.05304 -0.16998
H -0.67344 2.17285 -1.67233
H 0.99868 2.42696 -1.09312
C 0.10104 -3.46908 1.22176
N 0.41667 -2.88726 -0.12065
H 0.25249 -4.56158 1.21110
H -0.94807 -3.26197 1.49209
H 0.75626 -3.03058 1.99312
H 1.40517 -3.08000 -0.38009
H -0.19879 -3.29777 -0.85160
H 0.27531 -1.85693 -0.11564
```